(1)
Computed, not measured: a 2-piece molecular cluster, C3H7N6S overall, with ωB97M-V with the def2-TZVPD basis set.

Element x y z (Å)
C: -1.922 1.507 -0.606
C: -0.871 0.754 -0.034
C: 2.361 -0.278 -0.430
N: -2.691 0.723 -1.303
N: -1.116 -0.524 -0.361
N: -2.245 -0.494 -1.088
N: 0.147 1.295 0.751
N: 1.780 -1.239 -0.730
N: 0.893 -2.214 -0.780
S: 3.220 1.084 -0.534
H: -2.202 2.449 -0.377
H: -2.612 -1.295 -1.386
H: -0.372 2.143 1.102
H: -0.076 -2.076 -0.310
H: 0.880 -2.817 -1.595
H: 0.377 0.666 1.494
H: 3.819 0.843 0.616

Summary:
**Charge**: +1
**Lowest unoccupied orbital energy**: -4.041 eV
**Gap between HOMO and LUMO**: 8.66 eV
**E**: -22989.709 eV

Mulliken atomic charge list, values in e, 6 entries: -0.29, 0.33, 0.28, -0.57, -0.38, 0.25



(2)
Computed, not measured: a 2-piece molecular cluster, C14H24Br2NO2 overall, with ωB97M-V with the def2-TZVPD basis set.

Element x y z (Å)
C: 0.941 1.285 2.531
O: -0.212 0.941 1.771
C: -0.668 1.980 0.899
C: -2.167 1.869 0.648
C: -2.456 0.899 -0.511
C: -2.185 -0.575 -0.139
C: -1.335 -1.354 -1.175
C: -0.103 -1.988 -0.609
C: -0.198 -2.641 0.629
C: 0.878 -3.252 1.191
N: 2.050 -3.251 0.542
C: 2.197 -2.642 -0.645
C: 1.153 -1.990 -1.248
C: 1.473 -1.306 -2.557
Br: 0.344 -1.940 -3.994
C: 1.475 0.222 -2.426
C: 2.221 0.681 -1.174
Br: 2.305 0.998 -3.992
H: 1.586 0.407 2.587
H: 0.648 1.539 3.552
H: 1.486 2.112 2.077
H: -0.131 1.888 -0.051
H: -0.441 2.950 1.348
H: -2.527 2.853 0.352
H: -2.698 1.513 1.530
H: -3.492 1.000 -0.833
H: -1.843 1.219 -1.359
H: -3.162 -1.058 -0.089
H: -1.767 -0.635 0.862
H: -1.935 -2.168 -1.593
H: -1.111 -0.702 -2.013
H: -1.138 -2.670 1.157
H: 0.847 -3.753 2.147
H: 2.859 -3.702 0.948
H: 3.172 -2.688 -1.108
H: 2.484 -1.587 -2.848
H: 0.456 0.600 -2.378
H: 2.508 1.725 -1.274
H: 1.578 0.611 -0.293
H: 3.117 0.087 -0.992
O: -2.455 4.183 2.778
H: -1.898 3.409 2.894
H: -1.854 4.931 2.857

Summary:
**Charge**: +1
**Lowest unoccupied orbital energy**: -4.309 eV
**Gap between HOMO and LUMO**: 8.42 eV
**E**: -160570.929 eV

Mulliken atomic charge list, values in e, 6 entries: -0.88, -0.28, -0.36, -1.14, -1.11, -0.76



(3)
Computed, not measured: an isolated ion of composition C23H29N4O3 and charge +1, with ωB97M-V with the def2-TZVPD basis set.

Element x y z (Å)
O: -0.318 0.002 0.825
C: -0.557 -0.507 -0.262
C: 0.645 -1.208 -0.961
N: 1.796 -0.886 -0.104
C: 2.678 0.165 -0.656
C: 3.681 0.608 0.417
N: 4.441 -0.526 0.865
C: 5.732 -0.872 0.514
O: 6.107 -2.019 0.665
C: 6.653 0.145 0.016
C: 7.966 -0.075 -0.333
C: 8.497 1.176 -0.703
C: 7.481 2.072 -0.554
O: 6.364 1.467 -0.125
C: 3.599 -1.565 1.410
C: 2.592 -2.041 0.362
N: -1.713 -0.529 -0.902
C: -2.905 0.117 -0.449
C: -4.123 -0.565 -0.480
C: -5.270 0.117 -0.061
N: -5.260 1.372 0.368
C: -4.109 2.002 0.381
C: -2.895 1.434 -0.025
C: -1.788 2.434 0.081
C: -2.532 3.774 0.225
C: -3.906 3.419 0.813
C: -6.568 -0.615 -0.129
C: -6.469 -2.015 0.499
C: -5.107 -2.686 0.258
C: -4.311 -2.000 -0.861
H: 0.477 -2.286 -0.994
H: 0.782 -0.839 -1.977
H: 1.274 -0.445 0.734
H: 2.068 1.014 -0.968
H: 3.210 -0.242 -1.521
H: 4.334 1.376 0.009
H: 3.138 1.036 1.269
H: 8.465 -1.021 -0.314
H: 9.494 1.383 -1.030
H: 7.430 3.131 -0.715
H: 4.244 -2.397 1.703
H: 3.075 -1.182 2.292
H: 1.927 -2.788 0.796
H: 3.122 -2.476 -0.489
H: -1.803 -1.071 -1.751
H: -1.187 2.220 0.969
H: -1.124 2.420 -0.786
H: -2.664 4.223 -0.760
H: -1.986 4.478 0.848
H: -3.895 3.462 1.904
H: -4.704 4.070 0.463
H: -7.342 -0.026 0.360
H: -6.839 -0.714 -1.184
H: -7.269 -2.631 0.090
H: -6.639 -1.932 1.573
H: -4.508 -2.640 1.170
H: -5.246 -3.738 0.009
H: -4.875 -2.064 -1.796
H: -3.359 -2.518 -0.998

Summary:
**Charge**: +1
**Lowest unoccupied orbital energy**: -2.492 eV
**Energy relative to the best compared isomer or geometry (same formula, charge and spin)**: 0.0 kcal/mol
**Structure (SMILES)**: O=C(C[NH+]1CCN(C(=O)c2ccco2)CC1)Nc1c2c(nc3c1CCC3)CCCC2
**Gap between HOMO and LUMO**: 8.61 eV
**E**: -36419.468 eV

Mulliken atomic charge list, values in e, 6 entries: -0.72, 0.66, -1.19, 0.37, -0.65, -0.90